Entry 1:
Here is a molecular structure, C14H18AsNORuS2Se at a distorted geometry from the OMol25 dataset. Energies are from the ωB97M-V functional and the def2-TZVPD basis.

Values from the calculation:
Energy   -6202.761067 hartree
Molar mass   535.4 g/mol
2S+1   2
⟨S²⟩   1.008
Charge   -1

Each line ends with the Mulliken spin population.
CARTESIAN COORDINATES (ANGSTROEM)
N (0.04, 2.44, 0.22)  -0.004
H (-7.15, 0.51, -1.74)  0.000
C (-5.05, 0.37, -1.45)  0.003
H (-1.38, 3.88, 0.53)  0.000
C (-0.43, -4.70, -1.06)  0.000
H (-3.43, -2.87, -0.13)  -0.001
H (-0.79, -5.29, -0.21)  0.000
H (-7.69, 0.00, 0.62)  0.000
Ru (-0.73, 0.19, 0.78)  1.094
C (-6.36, 0.32, -1.03)  0.001
S (1.73, 0.46, -0.03)  0.085
H (-0.78, -5.15, -1.98)  0.000
C (-4.01, 0.16, -0.55)  0.021
As (-1.04, -2.83, -0.91)  -0.005
O (-0.59, -2.31, 0.56)  0.003
H (-3.25, -4.00, -1.50)  0.000
C (-2.99, -3.01, -1.12)  0.002
H (0.96, -2.20, -2.23)  0.000
H (-3.39, -2.24, -1.79)  0.000
C (1.33, 2.14, 0.00)  0.010
C (-4.31, -0.12, 0.79)  0.008
H (-5.85, -0.37, 2.23)  0.001
C (-6.66, 0.04, 0.29)  0.001
H (2.61, 5.27, -0.19)  0.000
H (-0.25, -0.91, -2.38)  -0.003
H (0.21, 5.78, 0.29)  0.001
C (1.89, 4.47, -0.09)  0.004
H (-3.50, -0.28, 1.49)  -0.045
C (2.29, 3.15, -0.19)  -0.005
C (-0.10, -1.99, -2.40)  0.004
H (3.30, 2.87, -0.39)  -0.002
C (-0.33, 3.71, 0.32)  -0.003
C (0.56, 4.76, 0.19)  0.004
H (0.66, -4.69, -1.03)  0.000
H (-0.41, -2.40, -3.36)  0.001
Se (-1.21, 0.62, 3.00)  -0.229
C (-5.63, -0.17, 1.20)  0.004
S (-2.36, 0.23, -1.11)  0.053
H (-4.80, 0.58, -2.48)  -0.001

Entry 2:
Here is 8 unconnected molecules or ions with the total composition C14H18B2Br4N2O22 at a distorted geometry from the OMol25 dataset. Energies are from the ωB97M-V functional and the def2-TZVPD basis.

Values from the calculation:
Molar mass   907.5 g/mol
Energy above the lowest of the compared OMol25 structures with the same formula, charge and spin   889.2 kJ/mol
Charge   -2

Each line ends with the natural charge from an NBO analysis.
CARTESIAN COORDINATES (ANGSTROEM)
H (-3.45, -5.56, 1.34)  0.467
O (2.10, 2.96, -6.61)  -0.680
N (-3.18, -6.53, 1.33)  -0.848
O (-8.39, -1.32, 2.45)  -0.744
H (2.01, 5.83, 8.38)  0.229
C (8.00, -6.00, 2.54)  0.680
Br (-10.46, 7.96, 1.14)  -0.011
O (4.47, 0.24, -9.02)  -0.573
C (3.62, 1.15, -8.81)  0.660
O (-8.23, -1.05, 0.32)  -0.804
Br (1.99, 7.76, 6.52)  -0.022
O (4.85, -4.35, 3.18)  -0.658
Br (-5.92, 6.53, 1.37)  -0.017
B (5.75, -5.44, 2.72)  1.173
H (-1.97, 0.12, 1.02)  0.472
H (4.44, 6.31, 6.53)  0.227
O (-6.44, -1.81, 1.26)  -0.852
H (-0.51, 0.40, 1.70)  0.449
O (8.13, -5.63, 0.08)  -0.527
O (4.90, -6.59, 2.98)  -0.636
O (6.08, -5.42, 1.26)  -0.682
O (4.33, 2.79, -10.49)  -0.579
C (3.63, -4.78, 3.49)  0.693
O (9.13, -6.42, 2.79)  -0.564
H (-8.29, 5.80, 1.68)  0.233
C (3.54, 2.49, -9.55)  0.678
O (2.54, 1.02, -8.09)  -0.626
O (0.95, -5.44, -4.60)  -0.726
O (-1.33, 2.26, -6.53)  -0.553
H (-2.44, -6.79, 1.97)  0.463
O (2.88, -7.03, 3.79)  -0.594
C (-0.17, 2.43, -6.90)  0.689
H (4.48, 5.07, 7.75)  0.228
O (0.75, 3.25, -4.77)  -0.565
C (3.76, -6.29, 3.42)  0.676
H (-0.87, 1.41, 0.45)  0.469
H (-9.09, -0.87, 1.98)  0.485
C (7.50, -5.67, 1.15)  0.669
H (-8.26, 8.27, 2.47)  0.222
C (0.09, -4.93, -3.67)  0.928
H (-3.04, -6.72, 0.35)  0.473
H (-8.10, 6.36, 0.10)  0.227
O (0.43, -4.13, -2.78)  -0.812
O (2.62, -4.16, 3.86)  -0.587
C (3.81, 5.62, 7.10)  -0.431
H (-8.12, 8.80, 0.82)  0.225
C (-7.88, 6.64, 1.13)  -0.441
O (0.47, 2.27, -8.10)  -0.665
H (-0.71, -0.18, 0.21)  0.466
C (-7.63, -1.34, 1.34)  0.916
O (2.56, 3.19, -9.03)  -0.636
C (0.92, 2.91, -5.91)  0.686
H (0.34, -5.98, -5.11)  0.475
C (2.74, 6.44, 7.84)  -0.428
B (1.94, 2.38, -7.97)  1.163
C (-8.51, 8.00, 1.45)  -0.438
Br (3.08, 4.33, 5.75)  -0.028
H (-4.00, -7.05, 1.63)  0.443
H (3.21, 6.96, 8.68)  0.225
O (7.09, -5.59, 3.37)  -0.642
O (-1.07, -5.37, -3.62)  -0.862
N (-1.06, 0.51, 0.86)  -0.857

Entry 3:
Here is a molecular structure, C14H18BCuN7O2 at a distorted geometry from the OMol25 dataset. Energies are from the ωB97M-V functional and the def2-TZVPD basis.

Values from the calculation:
Molar mass   390.7 g/mol
2S+1   2
Energy above the lowest of the compared OMol25 structures with the same formula, charge and spin   298.5 kJ/mol
⟨S²⟩   0.756

Each line ends with the Mulliken spin population.
CARTESIAN COORDINATES (ANGSTROEM)
H (1.59, -3.01, 3.33)  -0.001
O (1.44, -0.20, 3.01)  -0.002
Cu (0.80, 0.26, -0.30)  0.479
H (3.21, 0.47, -0.02)  0.000
C (-1.47, 2.28, -2.93)  -0.001
N (-1.30, 1.56, -1.81)  0.016
B (-2.37, 1.08, -0.77)  -0.005
N (-1.87, 1.59, 0.61)  -0.003
C (-3.07, -1.42, -1.04)  -0.001
H (1.76, 1.62, -2.79)  -0.002
C (1.66, -1.14, 2.27)  0.004
C (2.35, 1.14, -0.19)  0.028
C (-1.01, -2.31, -0.88)  0.003
H (2.25, -4.20, 1.44)  0.000
C (-0.41, 1.94, 2.20)  0.002
H (-4.11, -1.18, -1.19)  0.000
C (-0.22, 2.42, -3.55)  0.000
H (1.68, -0.42, -1.40)  0.123
H (-1.76, 3.18, 3.46)  0.000
H (-3.52, 2.68, 1.37)  0.000
C (-2.50, 2.36, 1.53)  -0.001
N (-0.57, 1.35, 1.01)  0.019
H (-0.17, -2.96, -0.91)  0.000
H (-2.46, 2.63, -3.20)  0.000
C (-2.37, -2.64, -1.12)  0.002
H (3.73, -3.23, 1.29)  0.001
N (0.02, 1.27, -1.65)  0.131
N (-2.18, -0.45, -0.75)  0.000
H (2.51, 1.97, -0.88)  0.006
C (2.30, -2.45, 2.72)  0.014
H (0.50, 1.85, 2.77)  0.000
C (-1.60, 2.60, 2.56)  0.001
H (3.18, -2.22, 3.33)  0.000
C (2.65, -3.18, 1.46)  0.015
C (2.03, -2.36, 0.34)  -0.011
C (0.68, 1.75, -2.72)  -0.004
H (-3.48, 1.43, -1.03)  0.000
N (-0.91, -0.99, -0.65)  0.030
H (-2.77, -3.60, -1.34)  0.001
H (0.00, 2.95, -4.45)  0.000
H (2.30, 1.58, 0.81)  0.001
N (1.43, -1.26, 0.91)  0.151
O (2.05, -2.70, -0.85)  0.003

Entry 4:
Here is C14H18Br2O5 in the gas phase from the OMol25 dataset. Energies are from the ωB97M-V functional and the def2-TZVPD basis.

Values from the calculation:
Molar mass   426.1 g/mol
SMILES   Brc1cc2c(cc1Br)OCCOCCOCCOCCO2
Energy above the lowest of the compared OMol25 structures with the same formula, charge and spin   17.2 kJ/mol

Each line ends with the natural charge from an NBO analysis.
CARTESIAN COORDINATES (ANGSTROEM)
H (3.01, 0.26, -0.63)  0.192
C (-3.37, 1.07, -0.33)  -0.305
C (-4.86, -0.76, 0.03)  -0.125
O (3.97, 0.08, 1.19)  -0.532
C (-0.74, 2.01, -0.77)  -0.087
H (4.49, 1.22, -0.36)  0.192
Br (-6.00, 1.84, 0.39)  0.077
H (2.90, 2.27, 1.59)  0.205
H (-0.15, -1.18, -1.86)  0.193
H (3.64, -2.35, 0.51)  0.201
C (3.56, 0.87, 0.10)  -0.109
H (0.19, -2.48, 0.90)  0.167
C (-2.56, -1.18, -0.60)  0.261
H (-1.07, 2.36, 0.22)  0.198
C (2.96, -0.73, 1.75)  -0.106
H (2.04, -0.16, 1.89)  0.182
H (2.29, -2.78, 1.59)  0.168
H (0.02, -2.93, -1.57)  0.196
H (-4.00, -2.70, -0.25)  0.242
C (2.70, 2.07, 0.53)  -0.101
C (-2.32, 0.21, -0.63)  0.299
C (-4.63, 0.60, 0.00)  -0.127
O (1.84, -1.83, -0.18)  -0.545
H (1.05, 3.15, -1.15)  0.173
H (-1.21, 2.62, -1.55)  0.183
O (-1.70, -2.19, -0.90)  -0.486
C (0.47, -1.72, 0.15)  -0.094
C (0.78, 2.13, -0.84)  -0.078
H (0.23, -0.73, 0.55)  0.182
O (-1.08, 0.65, -0.96)  -0.524
C (-3.84, -1.63, -0.27)  -0.248
H (-3.22, 2.14, -0.36)  0.236
H (2.98, 2.96, -0.04)  0.170
O (1.31, 1.87, 0.43)  -0.545
Br (-6.57, -1.44, 0.49)  0.082
C (-0.32, -1.98, -1.14)  -0.073
C (2.70, -2.00, 0.93)  -0.091
H (1.16, 1.43, -1.59)  0.182
H (3.35, -1.03, 2.73)  0.194

Entry 5:
Here is a molecular structure, C14H18Br36FNO3S from the OMol25 dataset. Energies are from the ωB97M-V functional and the def2-TZVPD basis.

Values from the calculation:
Energy   -93987.082412 hartree
Molar mass   3175.9 g/mol

Each line ends with the Löwdin charge.
CARTESIAN COORDINATES (ANGSTROEM)
H (-7.81, -11.31, -2.66)  -0.031
Br (-6.43, 0.48, 2.93)  0.576
Br (-6.32, -10.94, -0.72)  0.577
C (-3.21, -8.56, -4.27)  -1.637
Br (2.24, 2.37, -0.13)  0.549
H (-2.00, 7.19, 0.48)  -0.027
Br (-3.75, -6.72, -4.50)  0.534
S (-1.45, 1.87, 4.68)  0.590
Br (-2.69, -8.92, -2.45)  0.565
H (2.39, 1.38, -10.33)  -0.033
C (-0.77, 5.93, 7.99)  -1.650
H (-4.08, -9.17, -4.48)  -0.112
Br (4.34, 3.31, 2.06)  0.613
H (3.28, 4.59, 0.24)  -0.029
H (3.74, 0.20, 5.22)  0.075
H (-0.09, -3.19, -4.72)  -0.103
H (-0.73, -0.01, 5.47)  0.123
C (0.81, -6.96, -2.61)  -1.604
Br (1.80, 11.24, 0.10)  0.546
Br (1.96, -7.94, -3.80)  0.580
Br (-0.55, -6.00, -3.59)  0.541
Br (-7.39, -8.89, -2.90)  0.580
Br (0.00, 12.52, 2.38)  0.567
H (1.89, -0.11, 3.83)  0.118
Br (-1.84, -9.05, -5.52)  0.575
O (0.89, 1.05, 5.23)  -0.178
C (3.24, 1.14, 4.97)  -0.060
Br (0.23, -1.15, -6.05)  0.543
O (-1.30, 2.61, 3.48)  -0.274
Br (0.55, 1.56, -8.70)  0.550
C (-5.04, -0.61, 3.70)  -1.658
Br (-1.21, 12.06, -0.52)  0.564
H (3.88, 1.79, 4.39)  0.006
C (2.89, 3.86, 0.92)  -1.616
C (-0.32, -2.96, -5.76)  -1.677
Br (0.99, -0.45, -1.66)  0.570
Br (-2.21, -3.21, -5.99)  0.574
H (3.02, 1.65, 5.91)  0.083
H (-1.40, 5.07, 8.16)  -0.032
C (-6.92, -10.71, -2.53)  -1.630
Br (8.05, -2.52, -0.15)  0.582
C (2.01, 0.69, -9.59)  -1.644
F (-0.94, 2.75, 5.84)  -0.157
Br (-4.59, -2.10, 2.57)  0.567
Br (-5.50, -1.18, 5.48)  0.570
Br (-0.15, 5.83, 6.18)  0.584
Br (1.44, -0.89, -10.51)  0.569
Br (-1.85, 7.49, 8.28)  0.576
Br (1.46, 4.68, 1.90)  0.562
Br (-3.05, 8.63, 2.19)  0.574
H (0.31, -7.68, -1.99)  -0.048
Br (3.01, -2.40, -0.15)  0.587
C (6.62, -2.50, -1.45)  -1.654
Br (1.81, -5.78, -1.47)  0.550
Br (2.50, -2.74, -3.27)  0.583
H (0.70, 13.45, 0.21)  -0.032
H (1.81, 1.61, 3.43)  0.091
Br (6.28, -0.72, -2.10)  0.593
O (-2.73, 1.36, 5.06)  -0.252
N (-0.35, 0.59, 4.73)  -0.082
Br (-5.61, -11.36, -3.79)  0.604
Br (0.69, -4.19, -6.84)  0.563
C (2.59, -1.51, -1.81)  -1.608
H (-4.16, 0.01, 3.79)  -0.073
H (3.41, -0.83, -2.01)  -0.085
Br (0.68, 5.83, 9.25)  0.570
C (-1.73, 7.41, 1.50)  -1.614
H (5.73, -2.83, -0.94)  -0.094
Br (-1.77, 5.73, 2.46)  0.561
Br (6.95, -3.73, -2.89)  0.581
C (1.92, 0.89, 4.25)  -0.234
Br (0.01, 8.22, 1.49)  0.542
C (0.37, 12.47, 0.50)  -1.643
Br (3.45, 0.32, -8.37)  0.561